No. 1
Formula: C4H11NO
Source: the OMol25 dataset
Level of theory: ωB97M-V/def2-TZVPD

As for the SMILES: CNCCCO. The total energy comes out at -7860.45816 eV. The value obtained for the LUMO energy is 0.91 eV. The relative energy (zero: lowest compared OMol25 entry of this formula, charge and spin) comes out at 4.0954 eV.

```
17
C4H11NO | the OMol25 dataset | ωB97M-V/def2-TZVPD
C 0.59113 -1.36461 1.44167
C 0.22262 -0.47207 -0.96650
C -1.01078 0.33414 -1.13565
C -0.67880 1.66474 -0.33023
H 0.39840 -2.51617 1.18610
H 1.41104 -1.34107 2.08011
H -0.22751 -0.95431 2.11547
H 1.87222 -0.69412 0.47758
H 0.11491 -1.36176 -1.79805
H 0.99744 0.15653 -1.52541
H -1.70561 -0.33606 -0.58822
H -1.29189 0.52938 -2.15115
H -0.03488 2.23483 -0.92888
H -1.75354 1.93547 -0.05664
H 0.50957 1.17196 0.93108
N 0.86155 -0.59003 0.29549
O -0.27586 1.60314 0.95323
```

---

No. 2
Formula: C43H55MnN7O3S2SeSi2Te
Source: the OMol25 dataset
Level of theory: ωB97M-V/def2-TZVPD

Its multiplicity is 2. Its net charge is +2. The total energy comes out at -203433.57854 eV. The value obtained for the LUMO energy (alpha / beta) is -5.72 / -5.73 eV. The relative energy (zero: lowest compared OMol25 entry of this formula, charge and spin) comes out at 1.3331 eV.

```
115
C43H55MnN7O3S2SeSi2Te | the OMol25 dataset | ωB97M-V/def2-TZVPD
Mn 1.79117 -0.02872 -0.78496
N 1.77447 -4.05141 -2.00058
C 0.47176 -4.58807 -1.80936
C 0.29554 -5.91078 -1.43929
C -0.98472 -6.37827 -1.17636
C -2.07394 -5.52252 -1.25524
C -1.88902 -4.19337 -1.60883
C -0.61524 -3.73722 -1.91346
S -0.32803 -2.07802 -2.42859
N 1.18623 -1.81330 -1.66876
C 2.05173 -2.76942 -1.66043
C 3.42599 -2.39598 -1.25020
C 4.45850 -3.30560 -1.07765
C 5.72729 -2.83573 -0.77928
C 5.92474 -1.47089 -0.65527
C 4.83292 -0.63257 -0.79351
N 3.60799 -1.07496 -1.07692
H 2.52848 -4.71674 -2.01240
H 1.14915 -6.57256 -1.34634
H -1.12606 -7.41018 -0.88731
H -3.06686 -5.88548 -1.02932
H -2.72759 -3.50969 -1.65380
H 4.29456 -4.37103 -1.15598
H 6.54644 -3.52980 -0.64842
H 6.89965 -1.05610 -0.44243
H 4.94060 0.43832 -0.67118
O 1.01179 -6.89989 3.19182
C 0.25983 -6.09209 2.42825
O -0.76463 -6.49039 1.95417
C 0.74778 -4.68727 2.17717
C -0.09196 -3.87618 1.41736
C 0.26127 -2.57609 1.10598
C 1.47939 -2.07750 1.55571
C 2.32906 -2.87394 2.31825
C 1.95680 -4.17383 2.63168
N 1.88715 -0.77180 1.15595
C 2.45749 -0.00849 2.00189
C 2.96570 1.27775 1.52874
C 3.68387 2.13618 2.34239
C 4.21249 3.29458 1.78374
C 4.01607 3.53276 0.43601
C 3.26471 2.63120 -0.30792
N 2.72382 1.53608 0.22631
H 1.78987 -6.45404 3.54321
H -1.02844 -4.28871 1.06345
H -0.42018 -1.95244 0.53738
H 3.30239 -2.50913 2.62125
H 2.65466 -4.76930 3.20854
H 2.57742 -0.27306 3.04995
H 3.83626 1.89667 3.38617
H 4.77491 3.98828 2.39389
H 4.42855 4.40771 -0.04672
H 3.06873 2.78599 -1.36118
C -0.31666 4.97658 -4.03989
Si -1.12249 5.65966 -2.48636
C 0.13796 6.60083 -1.46464
C -2.57181 6.75207 -2.89995
C -1.70583 4.15364 -1.48236
Te -0.01921 3.04014 -0.83925
C -0.06810 3.79319 1.14532
Si -1.30896 3.06473 2.41046
C -0.63308 1.44299 3.07535
C -3.00983 2.84639 1.66488
C -1.36119 4.33360 3.78440
H 0.42262 5.67371 -4.43915
H -1.06179 4.80406 -4.81904
H 0.19566 4.02753 -3.85247
H 0.47418 7.47518 -2.02656
H 1.02806 6.01126 -1.22641
H -0.28858 6.96534 -0.52723
H -2.24331 7.62190 -3.47236
H -3.06653 7.11815 -1.99815
H -3.31635 6.22203 -3.49671
H -2.30776 3.47467 -2.08944
H -2.26134 4.40650 -0.57913
H -0.24213 4.86540 1.01079
H 0.94886 3.69128 1.53719
H -0.97615 0.60282 2.46898
H -0.95717 1.29255 4.10763
H 0.46047 1.45123 3.07002
H -2.98196 2.26267 0.74313
H -3.49741 3.80403 1.46936
H -3.63716 2.30072 2.37491
H -0.39084 4.44257 4.27395
H -2.08318 4.03936 4.54928
H -1.65936 5.31591 3.41181
C 3.55421 1.36424 -4.56196
S 2.35962 0.22438 -3.87686
C 1.03600 0.48413 -5.04724
O 1.86624 0.91385 -2.60779
H 3.85170 1.01271 -5.54946
H 4.42004 1.36678 -3.90213
H 3.10947 2.35690 -4.62128
H 1.35020 0.11951 -6.02476
H 0.79487 1.54583 -5.08086
H 0.18611 -0.09588 -4.69252
C -4.66624 -0.31586 -0.40142
N -4.15700 -1.07285 0.72197
C -2.84303 -1.30325 0.93947
Se -0.76762 0.71842 -0.51799
N -2.83204 -2.03178 2.08808
C -4.10611 -2.27271 2.59247
C -4.58224 -2.95345 3.70369
C -5.95526 -2.98120 3.88107
C -6.82242 -2.34988 2.98411
C -6.34579 -1.66783 1.87710
C -4.96940 -1.64214 1.70150
H -3.81655 0.00893 -0.99668
H -5.22233 0.55681 -0.05521
H -5.32543 -0.93236 -1.01400
H -1.98256 -2.36876 2.50662
H -3.91848 -3.44835 4.40041
H -6.36848 -3.50419 4.73279
H -7.88842 -2.39818 3.15949
H -7.01924 -1.17947 1.18544
```

---

No. 3
Formula: C7H7FO3
Source: the OMol25 dataset
Level of theory: ωB97M-V/def2-TZVPD

The total energy comes out at -16226.62826 eV. The value obtained for the LUMO energy (alpha / beta) is 0.13 / 0.13 eV. The relative energy (zero: lowest compared OMol25 entry of this formula, charge and spin) comes out at 3.4795 eV.

```
18
C7H7FO3 | the OMol25 dataset | ωB97M-V/def2-TZVPD
C -1.87852 0.16904 -1.02493
C -1.23775 0.85713 -1.99342
C 1.34286 -0.97107 -1.41975
C -0.69218 0.39050 0.00591
C 0.09240 -0.78369 0.50943
C -0.00273 1.05889 -1.21642
C 1.01505 -0.14556 1.73646
O 2.18505 -1.17787 -2.22328
O 0.79987 -1.52689 -0.40836
O 0.20753 0.28244 2.72383
F 0.78862 2.13400 -0.94727
H -2.68264 -0.45282 -0.96811
H -1.45840 1.33238 -2.95080
H -0.90558 1.18134 0.78282
H -0.58763 -1.64993 1.07096
H 1.68328 0.66442 1.39520
H 1.71849 -0.94231 2.02786
H -0.38771 -0.42000 2.89987
```

---

No. 4
Formula: C16H18N3O5PS
Source: the OMol25 dataset
Level of theory: ωB97M-V/def2-TZVPD

As for the SMILES: O=C(OS)OP(O)O.c1ccncc1.c1ccncc1.c1ccncc1. The total energy comes out at -51715.13900 eV. The value obtained for the LUMO energy is 0.43 eV.

```
44
C16H18N3O5PS | the OMol25 dataset | ωB97M-V/def2-TZVPD
O 3.71475 -6.38528 0.56942
C 3.46315 -5.53054 -0.22178
O 4.39085 -4.73890 -0.82015
S 4.92587 -3.57248 0.27296
O 2.21199 -5.26853 -0.66120
P 1.39720 -4.38640 0.52098
O -0.06300 -5.07194 0.70675
O 1.22541 -2.90183 -0.11701
H 5.49763 -4.25842 1.28200
H -0.36955 -4.69448 1.52886
H 1.53972 -2.31892 0.57114
N 4.08089 0.19663 0.65589
C 4.93819 1.16132 0.97740
C 5.46211 2.06478 0.06623
C 5.07535 1.95967 -1.25821
C 4.18476 0.96197 -1.61339
C 3.71894 0.11139 -0.62305
H 5.21673 1.20783 2.02435
H 6.15452 2.82956 0.38878
H 5.46143 2.64455 -2.00167
H 3.85591 0.84312 -2.63604
H 3.01801 -0.68272 -0.85830
N -1.06372 -1.52138 0.94003
C -1.98210 -1.25596 0.01734
C -3.12893 -0.51582 0.26080
C -3.33615 -0.02426 1.53849
C -2.39219 -0.29044 2.51440
C -1.27972 -1.03924 2.16255
H -1.78106 -1.66116 -0.96835
H -3.84001 -0.33250 -0.53242
H -4.21881 0.55827 1.77018
H -2.51294 0.07310 3.52516
H -0.51441 -1.26803 2.89755
N -3.26579 3.74298 -1.48431
C -3.91201 4.86354 -1.78920
C -5.26068 5.06868 -1.53781
C -5.97909 4.04918 -0.93821
C -5.32217 2.87410 -0.61508
C -3.97012 2.77377 -0.90708
H -3.31285 5.63488 -2.25990
H -5.73275 6.00325 -1.80626
H -7.03354 4.16822 -0.72608
H -5.84576 2.05160 -0.14620
H -3.41604 1.87686 -0.66959
```

---

No. 5
Formula: C28H40AlBr5Cl5CsF7I2Mg2N2O10P
Source: the OMol25 dataset
Level of theory: ωB97M-V/def2-TZVPD

The total energy comes out at -528503.44360 eV. The value obtained for the LUMO energy is -4.85 eV.

```
104
C28H40AlBr5Cl5CsF7I2Mg2N2O10P | the OMol25 dataset | ωB97M-V/def2-TZVPD
C 1.53494 2.21060 -6.53205
O 1.32538 0.90035 -6.04725
C 1.22459 0.93695 -4.63424
C 1.23864 -0.48338 -4.05795
C 1.76651 -0.47190 -2.58383
C 0.77813 -1.20598 -1.65840
C 0.56039 -0.72350 -0.17712
C -0.70241 -1.53385 0.19804
O -0.58432 -2.90940 -0.14755
C -1.81527 -3.43934 -0.46623
F -1.71399 -4.76440 -0.42758
F -2.15466 -3.08144 -1.70077
F -2.72252 -3.07729 0.45305
C 1.80191 -0.94340 0.71257
C 2.80997 -2.01023 0.17807
O 2.28799 -3.39213 0.14330
C 3.23305 -4.33748 0.11077
C 2.77204 -5.78199 0.65642
O 4.36752 -4.19319 -0.33078
C 1.72424 -1.21879 2.24751
I 1.31162 0.50144 3.53898
C 0.87101 -2.44220 2.74448
C -0.29593 -2.15885 3.68105
I 2.12873 -3.77921 3.94110
C 2.61872 0.37700 0.41898
N 3.64501 0.74907 1.37830
C 1.47017 1.40785 0.18087
N 0.15839 0.74806 -0.03745
C -0.94083 1.09789 0.96673
C -0.98965 2.57825 1.37812
C -2.01338 2.75097 2.54359
Cl -3.61360 3.27521 1.94017
P -0.50480 1.62991 -1.64191
O -0.38101 3.23784 -1.56072
O -1.96209 1.02206 -2.01975
H 1.54598 2.20411 -7.61829
H 2.49738 2.61233 -6.19394
H 0.73916 2.86219 -6.15359
H 0.27816 1.42155 -4.36581
H 2.05667 1.53708 -4.24671
H 0.21061 -0.84687 -4.11309
H 1.85502 -1.10671 -4.70177
H 2.73069 -0.96111 -2.64466
H 1.95702 0.56744 -2.34848
H 1.11489 -2.23629 -1.64210
H -0.21992 -1.24388 -2.09276
H -0.93528 -1.49211 1.26195
H -1.52708 -1.11309 -0.38144
H 3.11062 -1.78391 -0.83946
H 3.75335 -1.97351 0.73808
H 2.63062 -6.38479 -0.24262
H 1.78771 -5.72457 1.12722
H 3.52277 -6.27598 1.33387
H 2.74084 -1.42539 2.54998
H 0.50027 -3.07774 1.94571
H -0.88441 -3.08054 3.73615
H -0.97922 -1.40280 3.30212
H 0.00628 -1.95768 4.70455
H 3.19122 0.37801 -0.53846
H 3.75578 1.75728 1.33538
H 4.52063 0.37783 1.00964
H 1.82789 2.00167 -0.66548
H 1.51617 2.11644 1.00477
H -1.00201 0.51091 1.90300
H -1.89124 0.89120 0.45548
H -1.38703 3.22162 0.60039
H -0.05868 2.96356 1.78073
H -1.62089 3.55097 3.18241
H -2.12076 1.85994 3.19172
H -1.25679 3.67435 -1.73304
H -1.95220 0.70408 -2.93464
Br 5.13658 -0.04271 -1.42077
Mg -3.03293 -0.04039 2.48915
C -3.88176 7.78880 -3.53386
C -2.83186 6.88156 -3.19093
C -3.23289 5.78293 -2.22894
O -2.45564 4.89420 -1.90233
C -4.56299 5.80827 -1.68623
C -5.61903 6.72087 -2.01294
C -5.25848 7.76560 -3.06093
O -6.05593 8.56421 -3.49998
O -6.73104 6.70988 -1.53217
O -1.69034 6.93006 -3.60773
H -3.66863 8.59526 -4.22794
H -4.75639 5.03203 -0.95338
Cl -4.48812 -4.05683 -1.18078
C -6.06161 1.70898 6.01296
Br -6.98642 3.34685 6.41421
Br -6.90810 0.73467 4.58815
Br -4.19766 2.02832 5.63286
H -6.10240 1.09015 6.89725
Mg -3.14534 5.57993 3.42310
F 3.58683 -4.64673 -4.99097
Al 3.78767 -4.39890 -3.36230
F 3.77539 -5.82745 -2.47737
F 2.70691 -3.29463 -2.72669
F 5.46183 -3.70044 -3.15612
Cs 4.89916 -4.71713 1.99734
C 0.76445 -5.39480 8.07110
Cl 1.54095 -4.63626 9.46058
Cl 1.13489 -4.50310 6.57391
Cl 1.26117 -7.07871 7.91519
H -0.30628 -5.36998 8.22585
Br 6.66929 -2.85564 -2.04459
```

---

No. 6
Formula: C45H103N5O9
Source: the OMol25 dataset
Level of theory: ωB97M-V/def2-TZVPD

As for the SMILES: CC1(C)CCCC(C)(C)N1O.CC1(C)CCCC(C)(C)N1O.CC1(C)CCCC(C)(C)N1O.CC1(C)CCCC(C)(C)N1O.CC1(C)CCCC(C)(C)N1O.O.O.O.O. The total energy comes out at -74208.02295 eV. The value obtained for the LUMO energy is 0.15 eV. The relative energy (zero: lowest compared OMol25 entry of this formula, charge and spin) comes out at 0.0000 eV.

```
162
C45H103N5O9 | the OMol25 dataset | ωB97M-V/def2-TZVPD
O -20.68236 9.89063 0.78067
H -20.68872 9.94407 1.74248
H -21.60758 9.95105 0.52477
O -16.47751 15.82365 0.44573
H -16.72728 14.89459 0.41915
H -16.47189 16.04128 1.38225
O -23.08382 13.84995 0.68224
H -22.88294 14.36069 1.47166
H -22.89872 14.44747 -0.04792
O -13.37147 12.96383 5.60748
H -13.22043 13.65217 6.26158
H -14.32544 12.94508 5.48817
C -13.68146 10.21026 1.16603
C -14.05890 8.83192 1.67621
C -14.57631 8.94828 3.10482
C -15.37087 7.73226 3.58034
C -16.45148 7.32534 2.60312
C -15.95829 7.15357 1.16881
N -15.14826 8.31414 0.82347
O -14.74772 8.20136 -0.53379
C -15.28932 5.79342 0.93762
C -17.19938 7.21563 0.26028
C -12.84089 7.88748 1.64752
H -14.47645 10.94923 1.08591
H -13.24384 10.07974 0.16393
H -12.82668 10.62898 1.70182
H -13.73844 9.11679 3.77964
H -15.30975 9.76150 3.15195
H -15.88971 8.04218 4.49864
H -14.75710 6.88814 3.90870
H -17.24579 8.08100 2.56593
H -16.93246 6.37990 2.85708
H -15.03330 5.67847 -0.11214
H -14.42220 5.61570 1.57886
H -15.97659 5.00197 1.25473
H -17.97643 6.54799 0.65279
H -17.61372 8.22437 0.29614
H -17.01628 6.91226 -0.76751
H -12.68882 7.46682 0.65763
H -12.93762 7.12287 2.41709
H -11.94113 8.44904 1.92489
H -14.74219 9.10817 -0.85486
C -19.68505 10.20961 12.96361
C -19.02545 10.68551 11.63930
C -18.31952 9.44535 11.04593
C -19.28115 8.51659 10.30898
C -19.97204 9.32705 9.23047
C -20.83190 10.38186 9.88914
N -19.96898 11.23858 10.68450
O -20.69262 12.31108 11.26530
C -21.43418 11.23173 8.76709
C -22.02888 9.75724 10.62206
C -17.91483 11.68755 11.97106
H -20.71688 10.56518 13.02873
H -19.16760 10.57234 13.84972
H -19.81374 9.12652 13.01333
H -17.54460 9.63313 10.29638
H -17.88538 8.87269 11.86577
H -20.04031 8.07919 10.97299
H -18.84926 7.59387 9.90651
H -20.54443 8.73726 8.51150
H -19.21116 9.83292 8.62147
H -22.12106 11.98236 9.16387
H -20.65006 11.66946 8.15256
H -22.11567 10.60863 8.17813
H -21.86288 9.44036 11.64821
H -22.78798 10.54056 10.75097
H -22.50234 8.99878 10.00015
H -17.61242 12.24469 11.08364
H -17.07007 11.21181 12.46399
H -18.30137 12.42218 12.68853
H -20.29424 13.08818 10.86203
C -16.69821 11.05433 5.52584
C -17.89588 11.89479 5.11251
C -17.60368 13.32435 5.60295
C -18.37947 14.45538 4.91582
C -18.39947 14.16459 3.42452
C -18.91525 12.77208 3.04572
N -18.09675 11.80126 3.68855
O -18.29645 10.49165 3.21390
C -20.43362 12.72039 3.41431
C -18.87143 12.73853 1.52143
C -19.12446 11.33760 5.92598
H -15.79097 11.52670 5.13225
H -16.70391 9.98776 5.30056
H -16.53301 11.06010 6.60955
H -17.73657 13.31586 6.68362
H -16.54353 13.54417 5.41664
H -17.78107 15.36980 4.97096
H -19.33877 14.64813 5.39476
H -17.33977 14.18745 3.12389
H -18.88509 14.93405 2.82543
H -21.04136 13.22299 2.66512
H -20.73710 11.66656 3.38414
H -20.62767 13.08124 4.42260
H -19.31171 11.82655 1.10694
H -19.18949 13.61629 0.96729
H -17.82034 12.59786 1.19829
H -19.62182 12.09734 6.52993
H -18.79319 10.55328 6.60546
H -19.83645 10.91052 5.22239
H -17.44338 10.21994 2.85620
C -22.15233 8.94269 4.34135
C -22.46519 7.44578 4.25947
C -22.23518 6.94893 2.83030
C -20.78273 6.76930 2.39720
C -20.07311 5.89446 3.42524
C -20.22912 6.37474 4.86387
N -21.63408 6.62421 5.14390
O -21.80557 7.05012 6.49617
C -19.71601 5.26353 5.76766
C -19.37851 7.62506 5.08536
C -23.93747 7.23933 4.58476
H -22.19951 9.33046 5.36137
H -22.82908 9.54473 3.72361
H -21.16545 9.22191 3.96223
H -22.68429 5.95318 2.74928
H -22.72704 7.63636 2.13632
H -20.23188 7.71093 2.32499
H -20.71286 6.31071 1.41131
H -18.99416 5.94650 3.25074
H -20.36360 4.84647 3.32500
H -20.29777 4.34159 5.72819
H -18.66874 5.04450 5.54854
H -19.71739 5.58700 6.81462
H -18.30898 7.38602 5.09389
H -19.44977 8.29890 4.22655
H -19.65156 8.23931 5.94096
H -24.54131 7.75620 3.83453
H -24.19563 7.58222 5.58583
H -24.25601 6.19613 4.49410
H -22.31834 6.32790 6.87089
C -16.89277 17.10292 7.90315
C -16.67926 18.58164 7.60133
C -17.00808 18.82133 6.12271
C -17.12423 20.26545 5.69681
C -18.05934 21.00476 6.63554
C -17.83113 20.78006 8.13375
N -17.67609 19.34371 8.35773
O -17.44833 19.11396 9.75008
C -16.64340 21.64132 8.60652
C -19.09125 21.24587 8.85549
C -15.21575 18.93910 7.87668
H -16.51152 16.55103 7.03986
H -17.94798 16.83300 7.98546
H -16.42133 16.80517 8.83798
H -16.42221 18.18830 5.44546
H -17.98058 18.31461 5.96581
H -17.49976 20.33636 4.67615
H -16.14592 20.75692 5.72599
H -19.11379 20.78642 6.40520
H -18.08884 22.08130 6.42098
H -16.18701 21.28110 9.52468
H -15.88581 21.72496 7.82612
H -16.99378 22.66657 8.75284
H -18.91149 21.32020 9.93004
H -19.44335 22.21580 8.50570
H -19.89238 20.52085 8.68891
H -15.07341 18.94953 8.96478
H -14.88704 19.89140 7.47552
H -14.53172 18.15731 7.53810
H -18.27783 18.73669 10.05710
```

---

Molar mass values, unit g mol⁻¹, following the record order: 89.1 1099.8 158.1 395.4 1767.7 858.3.
Max |F| values, unit eV Å⁻¹, following the record order: 6.5 0.6 5.3 3.4 6.8 3.1.